No. 1
{
  "formula": "C8H23BBaN3OP",
  "method": "ωB97M-V/def2-TZVPD",
  "s2": 0.7535,
  "charge": 1,
  "e_above_lowest_kcal_mol": 0.0,
  "max_force_ev_per_a": 3.2,
  "spin_multiplicity": 2,
  "symbols": ["Ba", "H", "H", "P", "C", "H", "H", "H", "C", "H", "H", "H", "C", "H", "H", "H", "C", "O", "H", "H", "H", "H", "B", "N", "H", "H", "C", "C", "N", "C", "C", "N", "H", "H", "H", "H", "H", "H"],
  "positions_angstrom": [[-1.544, 0.326, -1.356], [0.857, -0.335, -0.966], [-1.391, 0.734, 1.169], [1.057, -2.933, 0.514], [-0.571, -3.027, -0.201], [-0.884, -4.074, -0.227], [-1.317, -2.513, 0.413], [-0.599, -2.676, -1.240], [2.105, -4.211, -0.167], [3.038, -4.269, 0.392], [1.618, -5.187, -0.118], [2.362, -3.998, -1.206], [0.971, -3.065, 2.299], [-0.057, -2.848, 2.617], [1.269, -4.081, 2.606], [1.647, -2.303, 2.716], [-0.792, -0.030, 1.735], [0.387, 0.064, 2.055], [2.369, 1.782, -1.821], [3.039, 0.492, -1.004], [1.455, -1.150, -2.629], [0.588, 0.620, -2.835], [1.365, -0.050, -2.119], [2.581, 0.785, -1.867], [1.718, -1.706, 0.232], [-1.421, -0.907, 2.061], [-3.071, 2.675, 0.638], [-1.876, 3.322, 0.008], [-1.029, 2.797, -0.887], [-0.134, 3.812, -1.216], [-0.482, 4.949, -0.568], [-1.568, 4.610, 0.211], [-3.692, 3.471, 1.083], [-3.723, 2.180, -0.120], [-2.793, 1.994, 1.468], [0.651, 3.617, -1.909], [-0.062, 5.927, -0.610], [-2.070, 5.206, 0.848]],
  "forces_ev_per_a": [[0.860, -0.544, -0.227], [-0.815, 0.215, -0.310], [0.468, 0.090, 0.676], [0.931, 1.005, 0.210], [-0.695, -0.390, -0.453], [0.169, -0.136, -0.003], [0.370, 0.246, -0.027], [0.269, 0.001, 0.231], [0.108, -0.391, -0.231], [-0.027, 0.111, 0.110], [-0.029, 0.078, 0.044], [-0.143, 0.102, 0.010], [-0.026, -0.210, 0.175], [0.368, -0.014, 0.052], [-0.160, 0.405, -0.009], [-0.307, -0.291, -0.045], [-2.741, -1.253, -0.950], [2.112, 0.287, 0.202], [0.295, -0.517, 0.214], [0.075, 0.484, -0.379], [0.270, -0.297, -0.203], [-0.474, -0.113, 0.224], [-0.372, 0.157, 0.480], [0.337, 0.018, 0.053], [-0.616, -0.449, -0.007], [0.032, 0.612, -0.045], [-0.371, 0.217, 0.248], [0.377, -0.143, -0.833], [-0.321, 0.806, 0.813], [-0.838, -0.471, 0.153], [0.055, -0.510, 0.060], [-0.091, 0.263, 0.126], [0.138, -0.392, -0.187], [0.458, 0.187, 0.557], [-0.213, 0.243, -0.556], [0.330, 0.096, -0.263], [0.106, 0.353, 0.156], [0.108, 0.147, -0.066]]
}



No. 2
{
  "formula": "C8H23CdNO5",
  "method": "ωB97M-V/def2-TZVPD",
  "e_above_lowest_kcal_mol": 3.0,
  "max_force_ev_per_a": 2.5,
  "symbols": ["Cd", "C", "O", "H", "H", "H", "C", "O", "H", "H", "H", "C", "O", "C", "C", "N", "C", "C", "O", "C", "H", "H", "H", "H", "H", "H", "H", "H", "H", "H", "H", "H", "H", "H", "H", "O", "H", "H"],
  "positions_angstrom": [[-1.679, -4.500, 18.204], [-2.981, -4.746, 15.024], [-2.740, -4.511, 16.344], [-3.508, -5.710, 14.842], [-3.583, -3.943, 14.569], [-2.052, -4.825, 14.401], [-2.820, -2.153, 20.363], [-2.494, -2.853, 19.237], [-3.522, -2.705, 21.020], [-1.939, -1.891, 20.994], [-3.289, -1.185, 20.109], [0.815, -2.405, 17.175], [0.188, -3.677, 17.137], [0.983, -4.673, 16.549], [0.184, -5.978, 16.387], [-0.526, -6.341, 17.627], [-1.565, -7.367, 17.499], [-2.431, -7.420, 18.751], [-2.988, -6.138, 18.982], [-4.263, -6.120, 19.589], [0.142, -1.751, 17.726], [0.921, -2.007, 16.162], [1.793, -2.467, 17.660], [1.893, -4.855, 17.144], [1.277, -4.344, 15.546], [0.848, -6.779, 16.050], [-0.581, -5.767, 15.638], [0.150, -6.645, 18.321], [-1.142, -8.360, 17.297], [-2.196, -7.084, 16.654], [-1.855, -7.727, 19.636], [-3.230, -8.154, 18.615], [-4.249, -6.633, 20.558], [-5.005, -6.607, 18.949], [-4.535, -5.079, 19.739], [-0.123, -4.572, 20.057], [0.557, -5.216, 20.277], [0.118, -3.770, 20.528]],
  "forces_ev_per_a": [[-1.352, 2.054, -0.116], [0.411, -0.160, 0.020], [0.008, -0.228, 0.153], [-0.110, 0.132, -0.048], [-0.045, -0.112, -0.130], [-0.139, 0.112, 0.006], [0.256, -0.098, 0.153], [0.246, -0.122, -0.485], [0.003, 0.156, 0.074], [-0.115, -0.057, 0.047], [-0.083, -0.080, 0.090], [-0.375, 0.026, -0.102], [0.616, 0.084, -0.157], [0.089, -0.585, -0.209], [-0.429, 0.591, 0.078], [0.750, -0.597, 0.031], [-0.108, -0.127, -0.263], [-0.073, -0.053, 0.096], [-0.174, -0.841, 0.223], [-0.242, -0.106, 0.227], [0.065, -0.011, 0.107], [0.118, -0.059, -0.005], [0.005, 0.033, 0.039], [-0.034, 0.170, 0.028], [0.183, -0.104, 0.032], [0.019, 0.039, -0.132], [-0.049, -0.256, 0.016], [-0.012, 0.019, -0.018], [-0.034, 0.001, 0.053], [0.004, 0.090, 0.035], [0.036, 0.003, -0.064], [0.032, -0.013, -0.108], [0.087, 0.049, -0.037], [0.060, 0.053, -0.063], [0.068, 0.055, -0.071], [0.451, -0.304, 0.358], [0.088, -0.001, 0.101], [-0.216, 0.247, 0.041]]
}



No. 3
{
  "formula": "C8H23N2O3Tl",
  "method": "ωB97M-V/def2-TZVPD",
  "charge": 2,
  "e_above_lowest_kcal_mol": 5.6,
  "max_force_ev_per_a": 7.6,
  "symbols": ["Tl", "O", "H", "C", "C", "C", "O", "C", "N", "H", "H", "H", "H", "H", "H", "H", "H", "H", "H", "H", "C", "C", "C", "O", "C", "N", "H", "H", "H", "H", "H", "H", "H", "H", "H", "H", "H"],
  "positions_angstrom": [[0.388, -0.385, -1.068], [0.507, 0.148, -3.337], [0.762, -0.782, -3.494], [-0.060, 4.167, -1.223], [0.358, 2.684, -0.939], [-0.193, 2.314, 0.382], [0.299, 1.045, 0.862], [1.049, 1.061, 1.976], [-0.136, 1.744, -1.899], [0.109, 4.830, -0.375], [-1.123, 4.293, -1.428], [0.601, 4.612, -1.966], [1.442, 2.603, -1.025], [-1.279, 2.312, 0.477], [0.048, 3.171, 1.010], [1.447, 0.121, 2.358], [0.467, 1.468, 2.804], [1.881, 1.764, 1.956], [0.238, 1.978, -2.807], [-1.114, 1.993, -1.915], [-2.310, -2.125, 0.793], [-0.931, -1.954, 1.398], [0.126, -2.916, 0.899], [0.412, -2.653, -0.439], [1.328, -3.604, -1.056], [-0.414, -0.608, 1.289], [-2.800, -3.064, 1.050], [-2.300, -2.074, -0.296], [-2.908, -1.241, 1.011], [-1.063, -2.042, 2.476], [-0.211, -3.934, 1.095], [1.055, -2.887, 1.469], [2.259, -3.427, -0.517], [1.591, -3.505, -2.109], [0.916, -4.604, -0.923], [0.490, -0.615, 1.738], [-0.932, 0.110, 1.774]],
  "forces_ev_per_a": [[-1.020, 0.713, -2.007], [1.060, -4.055, 2.190], [0.032, 0.424, -1.577], [0.663, -0.066, 0.343], [0.140, 1.894, -0.348], [0.393, 1.437, 1.870], [2.306, 6.033, -3.976], [2.706, 3.277, 3.621], [-1.550, 2.113, 1.432], [0.151, -0.313, 0.381], [0.046, -0.232, -0.479], [-0.466, -0.220, -0.488], [0.239, 0.228, 0.773], [-0.301, -0.405, -0.660], [0.465, -0.474, 0.724], [0.523, 0.180, -0.413], [-0.383, -0.124, 0.333], [0.318, -0.099, -0.386], [0.112, -0.648, -0.281], [-0.737, -0.520, -0.610], [0.118, 0.670, -0.912], [-0.911, -0.500, 1.319], [-0.041, -0.691, 1.637], [-0.291, 0.401, -2.405], [0.850, -0.384, 0.919], [-2.387, -5.921, -1.068], [0.025, 0.252, 0.267], [0.375, -0.302, -0.381], [-0.334, -0.282, 0.633], [0.120, -0.997, 0.258], [-0.284, -0.190, -0.646], [0.238, 0.457, 0.266], [0.180, -0.718, 0.069], [-0.874, 0.822, -0.095], [0.166, 0.056, 0.192], [-0.598, -0.979, -0.245], [-1.048, -0.839, -0.251]]
}



No. 4
{
  "formula": "C8H23N2Si",
  "method": "ωB97M-V/def2-TZVPD",
  "s2": 2.0051,
  "charge": 1,
  "e_above_lowest_kcal_mol": 0.0,
  "max_force_ev_per_a": 5.0,
  "spin_multiplicity": 3,
  "symbols": ["C", "C", "C", "C", "C", "C", "C", "C", "N", "N", "Si", "H", "H", "H", "H", "H", "H", "H", "H", "H", "H", "H", "H", "H", "H", "H", "H", "H", "H", "H", "H", "H", "H", "H"],
  "positions_angstrom": [[1.881, 3.386, -0.808], [-1.556, -3.807, 1.594], [-0.098, 0.497, -2.493], [-1.823, 1.378, 0.445], [0.987, 2.666, -1.736], [-1.420, -2.455, 0.873], [0.804, 1.100, -1.330], [-0.104, -1.614, 1.234], [0.550, 1.469, 1.909], [1.171, -2.150, 0.605], [-0.036, 1.076, 0.360], [1.354, 3.530, 0.172], [1.988, 4.403, -1.295], [2.823, 2.870, -0.703], [-0.757, -4.559, 1.391], [-2.505, -4.310, 1.377], [-1.512, -3.623, 2.731], [-1.061, 0.771, -2.627], [0.428, 0.793, -3.373], [0.029, -0.603, -2.399], [-2.181, 2.174, 1.145], [-2.245, 1.503, -0.625], [-2.317, 0.462, 0.898], [-0.083, 3.126, -1.670], [1.279, 2.783, -2.842], [-1.511, -2.606, -0.132], [-2.228, -1.900, 1.355], [1.797, 0.490, -1.459], [0.063, -1.446, 2.271], [1.459, 1.520, 2.375], [0.080, 2.148, 2.433], [1.130, -2.198, -0.391], [1.899, -1.651, 0.998], [1.299, -3.150, 0.902]],
  "forces_ev_per_a": [[-0.641, 2.251, -0.025], [1.228, -0.520, 2.083], [4.297, -1.925, 1.780], [-2.247, -0.284, -0.611], [-2.110, -1.518, -1.281], [1.769, 1.164, 3.647], [0.380, 1.697, -2.119], [-1.832, -4.265, -0.380], [1.822, -0.187, 0.627], [-3.083, -2.359, 1.298], [1.065, -0.939, -0.822], [0.824, -0.102, -0.649], [0.476, -0.910, 1.047], [0.454, 0.133, 0.205], [-0.404, 0.575, -0.101], [0.124, 0.372, -0.087], [-0.181, -0.378, -1.648], [-3.219, 0.972, 0.231], [0.325, 0.025, -0.846], [-0.631, 0.428, -0.353], [0.433, -0.206, -0.864], [0.433, -0.045, 1.874], [0.467, 0.758, -0.679], [1.643, -0.738, -0.216], [-0.169, -0.332, 1.550], [-0.482, 0.146, -2.806], [-0.089, 0.446, -0.829], [-1.591, 1.452, 0.698], [0.169, 0.545, 0.624], [0.021, -0.672, -1.040], [-1.619, 1.206, 0.683], [0.166, 0.748, -1.292], [2.413, 1.657, 0.332], [-0.211, 0.808, -0.032]]
}



No. 5
{
  "formula": "C8H23N3P",
  "method": "ωB97M-V/def2-TZVPD",
  "smiles": "CN(C)CC(=[PH2][NH+](C)C)N(C)C",
  "charge": 1,
  "e_above_lowest_kcal_mol": 27.8,
  "max_force_ev_per_a": 4.2,
  "symbols": ["C", "N", "C", "C", "C", "P", "N", "C", "C", "N", "C", "C", "H", "H", "H", "H", "H", "H", "H", "H", "H", "H", "H", "H", "H", "H", "H", "H", "H", "H", "H", "H", "H", "H", "H"],
  "positions_angstrom": [[-2.680, 0.391, 1.149], [-2.376, -0.740, 0.222], [-2.705, -0.750, -1.179], [-1.508, -1.706, 0.623], [0.216, -1.192, 0.516], [0.913, 0.266, -0.490], [1.311, 2.098, -1.687], [2.446, 2.772, -1.174], [0.107, 2.962, -2.033], [1.042, -1.895, 1.187], [2.371, -1.537, 1.097], [0.699, -2.988, 2.051], [-2.031, 0.433, 2.002], [-2.474, 1.392, 0.703], [-3.636, 0.293, 1.602], [-1.834, -1.158, -1.718], [-3.622, -1.244, -1.289], [-2.852, 0.258, -1.435], [-1.629, -2.156, 1.624], [-1.551, -2.686, -0.108], [1.273, 0.898, 0.651], [-0.460, 0.722, -0.623], [1.528, 1.606, -2.546], [2.585, 2.684, -0.110], [3.309, 2.317, -1.708], [2.294, 3.810, -1.406], [-0.597, 2.774, -1.074], [0.254, 4.021, -2.400], [-0.400, 2.424, -2.813], [2.610, -0.855, 0.278], [2.712, -0.989, 1.991], [2.937, -2.442, 1.004], [-0.058, -2.608, 2.855], [0.242, -3.955, 1.616], [1.563, -3.220, 2.623]],
  "forces_ev_per_a": [[1.085, -0.015, -1.389], [-0.176, 0.947, 1.657], [1.267, 0.564, 1.051], [3.025, -2.595, -1.385], [-3.331, -0.168, 0.206], [-2.808, -1.340, -1.555], [-2.398, 0.471, -1.357], [1.497, 0.220, -0.951], [-0.908, -1.417, 2.483], [-1.992, -0.185, -0.823], [3.508, 0.725, 1.068], [-2.718, -1.116, 2.038], [0.870, -0.643, 0.401], [-0.711, -0.715, -0.152], [-1.219, 0.228, -0.123], [-0.703, 0.014, -0.249], [-1.147, -1.129, -0.881], [-0.183, 1.380, -0.923], [0.039, 0.722, -0.217], [0.213, 2.427, 1.638], [0.328, 0.904, 1.011], [0.935, -0.148, 0.000], [0.326, 0.087, 0.109], [-0.084, -0.243, 0.559], [-0.091, 0.853, 0.671], [0.801, 0.652, -0.047], [1.302, 1.439, -2.144], [0.212, -1.143, 0.967], [-0.324, -0.097, -0.426], [-0.134, -0.599, -0.087], [-0.106, -0.359, -0.011], [0.743, -0.348, -0.055], [1.233, -0.678, -1.502], [0.898, 1.806, 0.131], [0.754, -0.502, 0.287]]
}



No. 6
{
  "formula": "C8H23N4",
  "method": "ωB97M-V/def2-TZVPD",
  "charge": 1,
  "e_above_lowest_kcal_mol": 15.2,
  "max_force_ev_per_a": 5.1,
  "symbols": ["C", "C", "C", "C", "C", "C", "C", "C", "N", "N", "N", "N", "H", "H", "H", "H", "H", "H", "H", "H", "H", "H", "H", "H", "H", "H", "H", "H", "H", "H", "H", "H", "H", "H", "H"],
  "positions_angstrom": [[-0.527, -2.069, 1.484], [0.782, -2.137, -0.683], [2.614, 2.823, -0.442], [2.529, 2.726, 1.958], [-2.951, -2.334, -1.142], [-3.761, 0.007, -1.486], [0.130, -1.344, 0.447], [-1.620, -0.419, -0.442], [-1.316, 0.862, -0.482], [2.849, 1.980, 0.753], [-2.765, -0.852, -0.931], [0.880, -0.299, 0.704], [-1.105, -2.886, 1.067], [0.371, -2.279, 2.232], [-1.238, -1.585, 2.079], [1.159, -1.354, -1.366], [0.120, -2.871, -1.204], [1.591, -2.742, -0.235], [1.697, 3.366, -0.300], [3.346, 3.569, -0.858], [2.520, 2.240, -1.248], [3.054, 3.629, 2.238], [1.531, 2.973, 1.878], [2.771, 1.921, 2.752], [-1.879, -2.726, -0.997], [-3.572, -2.779, -0.450], [-3.112, -2.524, -2.219], [-4.739, -0.386, -1.470], [-3.829, 0.935, -0.928], [-3.550, 0.141, -2.620], [-1.946, 1.494, -0.910], [-0.734, 1.311, 0.118], [1.553, 0.046, 0.080], [0.951, 0.228, 1.627], [3.828, 1.926, 0.880]],
  "forces_ev_per_a": [[1.670, -1.684, 2.617], [-0.734, -0.154, -0.273], [0.770, 2.037, 1.618], [1.296, -2.677, 1.914], [4.556, 1.497, -1.678], [0.564, 1.007, -2.425], [-0.676, 0.355, -2.942], [1.291, -1.178, 0.477], [-2.530, -0.774, -1.936], [0.434, 1.937, -0.909], [0.314, -1.664, 0.295], [0.336, 2.356, 3.593], [0.651, -0.681, 0.228], [-1.975, -0.656, -1.360], [-0.850, 1.451, 0.758], [0.067, -0.944, -0.086], [0.424, 0.860, 0.372], [-0.123, 0.485, -0.233], [-0.549, 0.254, 0.032], [0.006, -0.376, 1.420], [-0.769, -2.632, -3.120], [0.637, 0.293, -0.463], [-2.394, 0.408, 0.533], [-0.911, 1.667, -0.495], [-1.828, 0.252, -0.008], [-1.714, -0.782, 1.120], [-0.634, 0.061, 0.698], [-1.010, -0.973, 0.350], [0.166, 0.298, -0.243], [-0.228, 0.343, 1.791], [-0.692, 0.725, -0.485], [2.568, 0.761, 1.986], [0.950, 0.348, -0.875], [-0.521, -1.296, -1.691], [1.437, -0.921, -0.581]]
}



Calculated values (eV) of energy for the records, taken in order: -25837.6752, -24957.6929, -22461.0809, -19515.3775, -22417.4759, -14620.4464.